{"formula": "C51H45F3N2O2SbSeSiTeTi", "method": "the ωB97M-V functional and the def2-TZVPD basis", "elements": ["Ti", "C", "C", "C", "C", "C", "O", "C", "C", "C", "C", "C", "C", "C", "O", "C", "C", "C", "N", "C", "C", "Te", "C", "C", "C", "C", "C", "C", "C", "C", "C", "C", "C", "C", "H", "H", "H", "H", "H", "H", "H", "H", "H", "H", "H", "H", "H", "H", "H", "H", "H", "H", "H", "H", "H", "H", "H", "H", "F", "C", "C", "C", "C", "C", "C", "Sb", "C", "C", "C", "C", "F", "C", "C", "C", "C", "C", "C", "F", "C", "C", "H", "H", "H", "H", "H", "H", "H", "H", "H", "H", "H", "H", "C", "Si", "C", "C", "H", "H", "H", "H", "H", "H", "H", "H", "H", "Se", "C", "N"], "xyz": [[0.036808, -0.031624, 0.842003], [5.965749, 1.047113, 4.632156], [4.891619, 0.822062, 3.604927], [5.079733, 1.172275, 2.270689], [4.093465, 0.988647, 1.304574], [4.225895, 1.603189, -0.054046], [3.375554, 2.399723, -0.406525], [5.390902, 1.272610, -0.909833], [5.662305, 2.089062, -2.008200], [6.717552, 1.786628, -2.849241], [7.500452, 0.663755, -2.603299], [7.231710, -0.154558, -1.515696], [6.180347, 0.151082, -0.664723], [2.891562, 0.392408, 1.671093], [1.908498, 0.108100, 0.785868], [2.676591, 0.076471, 3.020695], [3.663166, 0.276849, 3.969780], [1.305320, -0.449846, 3.199997], [0.295443, 0.325765, 2.958083], [0.440162, 1.792743, 2.965734], [0.583992, 2.368753, 4.365147], [-1.006455, 1.897305, 5.714637], [-0.238618, 0.013193, 6.262509], [-1.054288, -1.109473, 6.198528], [-0.566018, -2.348301, 6.599524], [0.745252, -2.479405, 7.029039], [1.565440, -1.359931, 7.082611], [1.070119, -0.114972, 6.721168], [1.081516, -1.896936, 3.280450], [2.164080, -2.776566, 3.387339], [1.943625, -4.137840, 3.478409], [0.643859, -4.633284, 3.446025], [-0.435230, -3.769292, 3.331954], [-0.224469, -2.401625, 3.262615], [6.862525, 1.465319, 4.178842], [6.240501, 0.112200, 5.122350], [5.628518, 1.737134, 5.406743], [6.013987, 1.635434, 1.973873], [5.038885, 2.955919, -2.182581], [6.935267, 2.424221, -3.695764], [8.325396, 0.427877, -3.262606], [7.841322, -1.028585, -1.330221], [5.966340, -0.488640, 0.181811], [3.467236, 0.013460, 5.004643], [-0.476511, 2.184073, 2.513869], [1.286053, 2.131096, 2.353456], [0.602728, 3.456598, 4.294540], [1.520775, 2.056307, 4.825381], [-2.070318, -1.022901, 5.832134], [-1.213206, -3.215514, 6.561936], [1.125641, -3.446867, 7.329859], [2.583304, -1.451567, 7.441897], [1.697091, 0.762504, 6.831623], [3.173569, -2.388125, 3.400912], [2.781015, -4.816186, 3.569190], [0.472595, -5.699652, 3.516629], [-1.444034, -4.160789, 3.328259], [-1.062571, -1.715460, 3.235920], [0.906351, 7.620372, 1.876556], [0.665655, 6.456348, 1.258254], [1.609542, 5.961635, 0.380423], [1.360996, 4.750573, -0.248238], [0.177693, 4.059276, -0.000791], [-0.753089, 4.585591, 0.892032], [-0.517630, 5.794281, 1.527979], [-0.147903, 2.182715, -0.916473], [1.052750, 2.329755, -2.635157], [0.864834, 3.402714, -3.504679], [1.643173, 3.529623, -4.644711], [2.603470, 2.566894, -4.892411], [3.362216, 2.681549, -5.990916], [2.817789, 1.493066, -4.048857], [2.037471, 1.386689, -2.908990], [-2.087464, 2.289853, -1.764417], [-2.269198, 2.060840, -3.126622], [-3.542659, 2.033230, -3.677674], [-4.624484, 2.237162, -2.844712], [-5.857335, 2.211728, -3.368382], [-4.483171, 2.460015, -1.487482], [-3.206022, 2.477026, -0.953673], [2.517956, 6.519626, 0.200263], [2.101253, 4.343806, -0.925638], [-1.684353, 4.070504, 1.100237], [-1.233145, 6.227322, 2.213282], [0.107176, 4.151005, -3.301816], [1.515100, 4.352235, -5.334495], [3.587432, 0.770307, -4.282815], [2.216155, 0.564730, -2.227016], [-1.419002, 1.898061, -3.777025], [-3.703026, 1.857271, -4.732390], [-5.359260, 2.599075, -0.869456], [-3.104545, 2.623820, 0.114107], [1.385588, -3.263938, -0.266994], [-0.157371, -2.229573, -0.428015], [-1.733643, -3.157390, -0.064149], [-0.288602, -1.374751, -2.100147], [1.367163, -4.088215, -0.984895], [1.458715, -3.693088, 0.733672], [2.280841, -2.666898, -0.447202], [-1.762537, -4.087688, -0.637723], [-2.600853, -2.555969, -0.339016], [-1.823425, -3.411198, 0.990725], [-0.547209, -2.127978, -2.851017], [0.641097, -0.901437, -2.415911], [-1.091588, -0.631005, -2.121984], [-4.615617, -0.179512, 2.147765], [-3.032806, -0.078959, 1.466285], [-1.945044, -0.010484, 0.995056]], "forces_ev_per_a": [[0.0557, -0.2576, 0.3070], [0.0218, -0.0065, 0.0045], [-0.0033, 0.0101, -0.0871], [-0.0324, 0.0150, 0.0384], [-0.0559, -0.0564, 0.0533], [-0.0020, 0.1117, -0.0505], [0.0336, -0.1328, -0.0069], [-0.0297, 0.0120, -0.0037], [0.0211, -0.0189, -0.0083], [-0.0028, 0.0189, 0.0011], [-0.0004, -0.0009, -0.0010], [-0.0028, -0.0072, 0.0086], [-0.0018, -0.0040, -0.0148], [0.0136, -0.0211, -0.0373], [-0.0019, 0.1024, -0.0458], [0.0916, -0.0354, 0.0762], [-0.0383, -0.0182, 0.0190], [0.0351, -0.0467, -0.1183], [-0.1984, 0.1313, -0.0707], [-0.0173, 0.0268, 0.0237], [0.0065, 0.0507, -0.0207], [-0.0367, 0.0055, 0.0204], [0.0063, 0.0038, -0.0355], [0.0099, -0.0368, 0.0344], [-0.0239, -0.0163, -0.0338], [-0.0037, -0.0167, -0.0461], [0.0220, 0.0006, 0.0130], [0.0069, 0.0049, 0.0205], [-0.0555, 0.0333, 0.0133], [0.0310, 0.0073, 0.0159], [-0.0169, 0.0023, -0.0054], [0.0371, -0.0220, -0.0082], [-0.0340, 0.0546, 0.0002], [-0.0222, -0.0405, 0.0338], [0.0032, -0.0017, 0.0003], [0.0041, 0.0012, 0.0042], [-0.0034, 0.0027, 0.0047], [0.0123, -0.0039, -0.0049], [-0.0132, -0.0047, -0.0036], [0.0004, -0.0038, -0.0030], [0.0013, 0.0012, -0.0035], [0.0008, -0.0008, -0.0016], [-0.0074, 0.0006, 0.0089], [0.0031, 0.0039, -0.0337], [0.0240, 0.0194, 0.0293], [-0.0035, -0.0256, -0.0005], [0.0169, 0.0008, -0.0013], [-0.0026, -0.0098, 0.0015], [-0.0038, 0.0061, 0.0154], [-0.0005, -0.0008, 0.0016], [-0.0037, 0.0032, 0.0093], [-0.0001, 0.0053, -0.0004], [0.0017, 0.0074, -0.0225], [0.0044, 0.0085, -0.0031], [0.0015, -0.0035, 0.0024], [0.0066, -0.0027, 0.0038], [-0.0061, 0.0051, -0.0051], [0.0001, -0.0042, -0.0061], [-0.0064, 0.0201, -0.0025], [-0.0104, -0.0037, 0.0270], [-0.0086, -0.0101, 0.0081], [0.0108, -0.0162, -0.0567], [-0.0459, 0.0022, -0.0009], [-0.0601, -0.0033, -0.0002], [0.0190, 0.0070, 0.0058], [-0.0607, 0.0292, -0.0940], [0.0068, 0.0259, 0.0150], [-0.0088, -0.0055, -0.0069], [0.0085, -0.0036, 0.0094], [0.0170, -0.0303, 0.0201], [0.0072, -0.0003, -0.0118], [0.0218, 0.0247, -0.0117], [-0.0225, -0.0136, -0.0242], [0.0355, 0.0238, -0.0381], [0.0029, -0.0040, 0.0009], [0.0040, 0.0115, 0.0199], [-0.0194, 0.0122, 0.0154], [0.0152, -0.0027, 0.0025], [-0.0147, -0.0176, -0.0342], [0.0166, -0.0058, 0.0473], [0.0082, -0.0026, 0.0002], [-0.0314, 0.0277, 0.0273], [0.0142, -0.0059, -0.0152], [0.0022, 0.0005, 0.0098], [-0.0038, 0.0018, 0.0103], [0.0020, 0.0049, -0.0002], [0.0114, 0.0039, 0.0020], [0.0246, 0.0253, 0.0223], [0.0160, -0.0016, -0.0042], [0.0057, 0.0006, -0.0016], [-0.0006, 0.0042, 0.0013], [0.0152, -0.0183, 0.0383], [-0.0091, -0.0194, -0.0001], [-0.1066, 0.0852, 0.0513], [0.0185, -0.0154, -0.0143], [-0.0173, 0.0382, 0.0307], [0.0032, 0.0015, -0.0079], [-0.0008, -0.0111, 0.0037], [-0.0012, 0.0083, -0.0094], [0.0036, -0.0002, -0.0086], [0.0020, 0.0081, -0.0113], [-0.0010, -0.0205, 0.0069], [0.0206, -0.0231, -0.0002], [-0.0198, -0.0202, -0.0318], [-0.0071, -0.0131, -0.0067], [-0.0180, 0.0055, 0.0056], [-0.0754, 0.0119, -0.0229], [0.3889, 0.0266, -0.0468]], "mulliken_charge": [-0.376, -1.662, 0.417, -0.061, 0.496, 0.056, -0.480, 0.640, -0.428, -0.779, -0.376, -0.963, -0.235, -0.725, 0.225, 0.159, -0.566, 0.487, 0.276, 0.311, -1.741, 0.281, -0.231, -0.373, -0.496, -0.508, -0.551, -0.261, 1.312, -0.807, -1.156, -0.741, -1.022, -0.382, 0.396, 0.365, 0.349, 0.446, 0.529, 0.443, 0.425, 0.417, 0.434, 0.465, 0.029, 0.120, 0.681, 0.267, 0.423, 0.446, 0.449, 0.435, 0.574, 0.481, 0.470, 0.492, 0.606, 0.549, -0.344, 0.240, -0.780, -0.477, 0.832, -0.459, -0.792, 1.055, 0.439, -0.601, -0.853, 0.238, -0.354, -0.817, -0.513, 0.765, -0.244, -0.768, 0.243, -0.334, -0.841, -0.496, 0.489, 0.388, 0.189, 0.521, 0.572, 0.491, 0.518, 0.309, 0.366, 0.479, 0.485, 0.343, -0.962, 1.060, -1.010, -0.741, 0.533, 0.150, 0.225, 0.439, 0.304, 0.186, 0.601, 0.006, 0.022, -0.070, 0.241, -0.304], "charge": 1, "energy_ev": -179010.3373, "e_above_lowest_kcal_mol": 16.7, "max_force_ev_per_a": 0.40, "lumo_energy_ha": -0.1379}